The following is a quantum chemistry calculation of a gas-phase ion, C5H13NP (charge +1) in a non-equilibrium geometry, from OMol25.

Electronic energy (eV): -16164.6126
Total charge: +1
F_max (hartree/bohr): 0.0940
ΔE to the lowest compared entry with this formula, charge and spin (eV): 3.011

Positions of all 20 atoms, in Å:
1 C 0.378 0.604 -0.532
2 C 0.284 2.107 -0.386
3 C -0.383 -2.206 0.062
4 C 1.238 0.088 -1.567
5 C -1.677 0.101 1.496
6 N 1.092 -0.085 1.720
7 P -0.127 -0.498 0.756
8 H 0.095 2.590 -1.349
9 H -0.600 2.244 0.146
10 H 1.342 2.325 0.118
11 H 0.544 -2.562 -0.148
12 H -1.143 -2.010 -0.575
13 H -0.735 -2.784 0.875
14 H 1.109 0.410 -2.590
15 H 1.453 -0.977 -1.655
16 H 2.248 0.463 -1.754
17 H -2.146 0.653 0.763
18 H -1.412 0.840 2.272
19 H -2.059 -0.929 1.849
20 H 2.025 -0.351 1.429

Partial charges, Mulliken, in e: atom 1 (C): 0.449, atom 2 (C): -1.136, atom 3 (C): -1.447, atom 4 (C): -1.142, atom 5 (C): -1.228, atom 6 (N): -0.723, atom 7 (P): 1.194, atom 8 (H): 0.423, atom 9 (H): 0.324, atom 10 (H): 0.334, atom 11 (H): 0.496, atom 12 (H): 0.467, atom 13 (H): 0.451, atom 14 (H): 0.425, atom 15 (H): 0.248, atom 16 (H): 0.397, atom 17 (H): 0.452, atom 18 (H): 0.378, atom 19 (H): 0.376, atom 20 (H): 0.262